Entry 1:
C9H8O3SSr as an isolated structure. Source: the Open Molecules 2025 dataset; level of theory: the ωB97M-V functional and the def2-TZVPD basis.

ORCA input file:
```
! RIJCOSX wB97M-V def2-TZVPD def2/J DEFGRID3
* xyz 2 1
C -2.215 -2.100 1.578
C -1.829 -1.844 0.333
C -1.348 -1.068 -1.004
C -0.021 -0.629 -1.374
C 1.336 -0.848 -0.549
C 1.771 0.394 0.391
C 0.558 1.359 0.847
S 1.245 2.388 2.290
C -0.329 0.097 -2.775
O 0.522 0.866 -3.332
O -1.672 -0.254 -3.227
C -2.457 -0.704 -2.109
O -3.701 -0.784 -1.924
H -2.654 -2.118 2.652
H 1.337 -1.808 0.113
H 2.211 -1.006 -1.307
H 2.622 1.005 -0.082
H 2.216 -0.070 1.374
H 0.299 2.078 -0.028
H -0.365 0.755 1.208
H 0.155 3.046 2.879
Sr 2.226 1.178 4.145
*
```

Largest force on an atom ... 0.136 hartree/bohr
LUMO energy ... -9.5 eV
Energy ... -1001.497790 Eh



Entry 2:
One molecule with the formula C4H8S2. Source: the Open Molecules 2025 dataset; level of theory: the ωB97M-V functional and the def2-TZVPD basis.

ORCA input file:
```
! RIJCOSX wB97M-V def2-TZVPD def2/J DEFGRID3
* xyz 0 1
C 0.581 -2.299 -0.179
C 0.060 -1.077 -0.896
C -0.437 0.019 -0.029
S -1.295 -0.225 1.276
S 0.168 1.533 -0.601
C -0.300 2.772 0.697
H 1.619 -2.162 0.130
H 0.636 -3.190 -0.867
H -0.022 -2.580 0.711
H 0.790 -0.783 -1.643
H -0.777 -1.254 -1.552
H 0.313 3.692 0.526
H 0.073 2.448 1.675
H -1.409 3.106 0.753
*
```

Largest force on an atom ... 0.041 hartree/bohr
ΔE to the lowest compared entry with this formula, charge and spin ... 18.8 kcal per mole
LUMO energy ... 0.2 eV
Energy ... -953.556664 Eh



Entry 3:
H8O4Rb as an isolated structure. Source: the Open Molecules 2025 dataset; level of theory: the ωB97M-V functional and the def2-TZVPD basis.

ORCA input file:
```
! RIJCOSX wB97M-V def2-TZVPD def2/J DEFGRID3
* xyz 1 1
Rb 0.929 -0.551 -0.211
O -0.078 1.217 0.312
H -0.706 0.870 -0.321
H -0.529 1.160 1.154
O -1.038 -1.160 -0.008
H -1.083 -0.427 -0.622
H -1.788 -1.710 -0.235
O -0.509 0.049 -1.392
H -0.182 -0.269 -2.234
H -1.076 0.786 -1.616
O 1.705 0.012 1.493
H 2.304 0.738 1.671
H 2.051 -0.716 2.008
*
```

Largest force on an atom ... 0.386 hartree/bohr
ΔE to the lowest compared entry with this formula, charge and spin ... 341.8 kcal per mole
LUMO energy ... -3.9 eV
Energy ... -329.140742 Eh



Entry 4:
A 2-piece molecular cluster, CH3N3O2Si overall. Source: the Open Molecules 2025 dataset; level of theory: the ωB97M-V functional and the def2-TZVPD basis.

ORCA input file:
```
! RIJCOSX wB97M-V def2-TZVPD def2/J DEFGRID3
* xyz 0 1
C -1.430 1.340 0.663
N -2.004 1.933 1.466
N -1.071 -0.857 -1.259
N 2.082 -0.446 1.119
O 1.896 -0.820 2.291
O 3.054 -0.624 0.440
Si -0.374 0.468 -0.486
H -1.023 -0.798 -2.292
H -1.970 -1.203 -0.904
H 0.840 1.008 -1.037
*
```

Largest force on an atom ... 0.047 hartree/bohr
ΔE to the lowest compared entry with this formula, charge and spin ... 65.8 kcal per mole
LUMO energy (alpha / beta) ... -1.4 / -2.0 eV
Energy ... -643.986551 Eh